(1)
The following is a quantum chemistry calculation of an isolated molecule of C15H29ClN2O5P2S in a non-equilibrium geometry, from the OMol25 dataset.

SMILES = CCCOC[C@@]1(C)C(=O)N[C@](CC(=O)Cl)(P(N)O)[C@@]1(CCCOC)[PH2]=S
Maximum force = 4.4 eV/A
HOMO-LUMO gap = 0.3221 hartree
LUMO = 0.4 eV

Last column: natural (NBO) charge in e.
CARTESIAN COORDINATES (ANGSTROEM)
C  3.1887  -2.6264  -0.2386  -0.61
C  3.3671  -2.0236  -1.6375  -0.42
C  3.1295  -0.5330  -1.6769  -0.05
O  1.7471  -0.2500  -1.7033  -0.56
C  1.4824  1.1477  -1.7168  -0.07
C  0.6547  1.5879  -0.5041  -0.16
C  1.6242  1.4432  0.6901  -0.62
C  0.3723  3.1055  -0.4630  0.71
O  0.7920  3.9510  -1.1451  -0.56
N  -0.4714  3.2113  0.6352  -0.69
C  -1.2921  2.0121  0.8458  -0.11
C  -2.7800  2.6109  0.7227  -0.57
C  -3.2865  3.2804  2.0147  0.59
O  -2.7987  4.1923  2.4959  -0.49
Cl  -4.8136  2.6581  2.7611  -0.11
P  -1.3672  1.3003  2.5977  1.21
N  -0.0395  0.2626  2.8938  -1.15
O  -2.6829  0.2796  2.5379  -0.99
C  -0.8123  1.0559  -0.3493  -0.32
C  -0.7933  -0.4440  -0.0184  -0.44
C  -1.0883  -1.3933  -1.1797  -0.42
C  -1.0773  -2.8806  -0.7592  -0.06
O  -0.8675  -3.0527  0.6420  -0.56
C  -0.1684  -4.2801  0.8692  -0.25
P  -1.8640  1.5871  -1.8045  0.86
S  -1.3941  0.9588  -3.5849  -0.59
H  2.3186  -2.2403  0.2923  0.20
H  3.0261  -3.7007  -0.3479  0.21
H  4.0911  -2.5377  0.3596  0.21
H  4.4075  -2.1846  -1.9191  0.21
H  2.7557  -2.5513  -2.3659  0.21
H  3.6654  -0.0384  -0.8623  0.17
H  3.5562  -0.1860  -2.6283  0.17
H  2.4521  1.6343  -1.6061  0.18
H  1.0997  1.4909  -2.6748  0.22
H  1.8660  0.3986  0.8835  0.22
H  1.2707  1.8505  1.6280  0.24
H  2.5751  1.9257  0.4791  0.22
H  -0.8971  4.1049  0.8394  0.41
H  -3.5116  1.8446  0.4886  0.26
H  -2.8084  3.4413  0.0311  0.25
H  -0.1815  -0.6864  2.5475  0.39
H  0.0322  0.1867  3.9039  0.39
H  -3.1126  0.3236  3.4016  0.51
H  0.1623  -0.7412  0.3962  0.24
H  -1.5259  -0.6995  0.7487  0.23
H  -2.1089  -1.1818  -1.5089  0.19
H  -0.4686  -1.2436  -2.0540  0.25
H  -2.0518  -3.3125  -1.0045  0.17
H  -0.3367  -3.4102  -1.3625  0.17
H  -0.5163  -5.0717  0.2031  0.17
H  0.8875  -4.1071  0.6567  0.17
H  -0.3422  -4.5742  1.9002  0.19
H  -3.1578  1.1087  -1.4994  -0.01
H  -1.9075  2.9965  -1.8510  0.00

Forces on the atoms, in the same order (eV/Å):
-0.217 -0.697 -0.454
0.241 -0.060 0.900
0.222 -0.373 -1.328
-0.391 0.044 0.488
0.456 0.362 -0.048
0.551 0.977 -0.698
-0.069 -0.960 0.594
-0.968 -3.431 2.160
1.243 2.865 -1.859
-0.096 0.269 0.281
-1.335 0.242 -0.807
-0.622 -1.278 1.216
-1.162 -2.898 -1.585
1.858 3.671 1.672
-0.029 -0.216 -0.359
0.782 0.537 1.506
-0.846 -0.350 -0.060
0.399 0.088 -0.633
0.621 0.636 1.124
-0.662 -0.631 -0.315
-0.885 -0.210 0.174
-0.330 0.568 -0.089
0.368 -0.589 -0.418
-0.205 0.575 -0.090
0.452 -1.227 -1.550
0.017 0.068 -0.153
0.055 0.217 0.027
-0.017 -0.076 0.100
-0.014 0.342 0.191
0.064 -0.039 -0.201
-0.180 0.189 -0.109
-0.178 0.104 0.185
0.113 0.294 0.119
-0.069 0.397 -0.021
-0.344 -0.327 -0.031
-0.036 -0.094 -0.030
-0.130 0.010 -0.092
-0.055 0.256 -0.348
0.153 0.015 0.098
0.042 -0.022 -0.251
0.021 -0.063 -0.417
0.209 0.108 -0.207
0.209 0.149 -0.041
-0.130 0.082 -0.195
0.272 0.366 0.025
-0.124 0.243 -0.025
-0.011 0.054 -0.159
0.292 0.126 0.109
0.023 -0.164 -0.042
0.243 -0.073 0.270
-0.177 -0.064 0.054
0.146 -0.227 0.212
0.161 -0.006 0.074
0.191 0.438 0.389
-0.128 -0.217 0.648

=====

(2)
The following is a quantum chemistry calculation of a cluster of 5 separate species, C15H29F3O7S in total, from the OMol25 dataset.

ΔE to the lowest compared entry with this formula, charge and spin = 0.000 eV
SMILES = O=C1OC(=O)C(CCC(F)(F)F)=C1S.CCO.CCO.CCO.CCO
Maximum force = 0.9 eV/A
HOMO-LUMO gap = 0.3368 hartree
LUMO = -0.9 eV

Last column: natural (NBO) charge in e.
CARTESIAN COORDINATES (ANGSTROEM)
O  -3.9885  2.9686  -0.9990  -0.49
C  -2.8520  2.6507  -1.0412  0.75
O  -1.8253  3.5254  -0.7290  -0.50
C  -0.6579  2.7902  -0.6560  0.74
O  0.4143  3.2969  -0.7453  -0.49
C  -1.0048  1.3347  -0.7293  -0.03
C  -0.1155  0.1963  -0.3895  -0.46
C  1.3072  0.2090  -0.9488  -0.49
C  1.3878  0.3676  -2.4537  0.98
F  0.2758  -0.1031  -3.0784  -0.34
F  2.4392  -0.3515  -2.9374  -0.34
F  1.5764  1.6361  -2.8650  -0.32
C  -2.2559  1.2965  -1.2127  -0.26
S  -3.1781  -0.0839  -1.7640  0.05
H  -0.6245  -0.7484  -0.5649  0.25
H  -0.0070  0.2429  0.7024  0.28
H  1.9412  0.9415  -0.4559  0.26
H  1.7425  -0.7646  -0.7292  0.26
H  -3.0589  0.1730  -3.0723  0.15
C  5.2802  -1.3280  1.6196  -0.63
C  4.1729  -0.5994  0.8832  -0.07
O  2.9438  -0.6169  1.6097  -0.73
H  4.9895  -2.3611  1.8105  0.22
H  6.2036  -1.3249  1.0392  0.21
H  5.4809  -0.8547  2.5838  0.20
H  3.9679  -1.0862  -0.0701  0.19
H  4.4673  0.4368  0.6803  0.15
H  3.0919  -0.1825  2.4551  0.46
C  -7.6182  -0.7040  0.8783  -0.63
C  -6.2343  -0.9222  1.4611  -0.06
O  -5.2510  -1.1129  0.4486  -0.73
H  -7.9043  -1.5515  0.2548  0.21
H  -8.3618  -0.5826  1.6673  0.21
H  -7.6351  0.1905  0.2515  0.20
H  -6.2151  -1.8222  2.0741  0.17
H  -5.9519  -0.0749  2.0955  0.15
H  -5.2380  -0.3240  -0.1044  0.47
C  4.6132  -2.7594  -3.9392  -0.63
C  4.3442  -3.7752  -2.8448  -0.06
O  3.2332  -3.4036  -2.0313  -0.72
H  4.7878  -1.7763  -3.5017  0.21
H  5.4848  -3.0394  -4.5325  0.21
H  3.7541  -2.6716  -4.6079  0.20
H  5.1957  -3.8483  -2.1697  0.17
H  4.1710  -4.7668  -3.2766  0.16
H  2.4604  -3.3360  -2.6004  0.46
C  -1.7402  3.2215  3.9866  -0.64
C  -0.4832  2.4074  3.7497  -0.06
O  -0.5191  1.7242  2.4966  -0.73
H  -2.6202  2.5789  3.9510  0.21
H  -1.7075  3.7179  4.9570  0.22
H  -1.8561  3.9865  3.2151  0.20
H  -0.3767  1.6334  4.5081  0.18
H  0.4036  3.0478  3.7926  0.16
H  -0.6006  2.3885  1.8058  0.45

Forces on the atoms, in the same order (eV/Å):
-0.442 0.242 -0.345
0.208 -0.233 0.485
0.133 0.100 0.000
0.123 -0.050 -0.778
0.037 0.025 0.700
-0.490 -0.229 -0.439
0.302 0.313 0.739
-0.162 -0.326 -0.233
0.427 -0.226 -0.120
0.335 0.189 0.116
-0.384 0.290 0.000
-0.253 -0.320 0.086
0.313 0.107 0.096
-0.078 -0.389 0.218
-0.053 0.071 -0.396
0.071 -0.022 -0.039
-0.075 0.164 -0.169
0.004 -0.004 0.028
0.009 0.177 -0.056
-0.074 -0.049 0.049
0.025 0.041 0.133
0.031 -0.011 -0.108
0.006 -0.012 -0.038
0.003 0.016 -0.002
0.042 0.032 -0.022
-0.029 -0.012 -0.007
0.025 -0.020 -0.063
-0.042 -0.006 0.022
0.030 -0.045 -0.067
0.011 0.118 -0.104
-0.069 -0.005 0.102
-0.009 -0.019 0.026
0.005 0.013 0.005
-0.013 0.033 0.041
0.039 -0.013 0.006
-0.032 -0.034 0.066
-0.002 -0.026 -0.049
-0.016 0.082 0.097
-0.159 0.033 -0.098
0.088 -0.005 0.055
0.033 0.006 -0.011
-0.014 -0.028 -0.005
0.017 -0.043 -0.033
-0.003 -0.013 0.030
0.069 -0.017 0.013
-0.012 0.036 0.001
-0.037 -0.059 -0.074
-0.034 0.113 -0.075
-0.011 -0.079 0.021
0.004 -0.014 0.035
0.011 0.013 -0.001
0.029 0.037 0.030
0.015 -0.041 -0.023
0.004 -0.009 0.059
0.041 0.111 0.096